Entry 1:
Computed, not measured: C4H5FOS in the gas phase, with wB97M-V/def2-TZVPD.

Each line ends with the natural charge from an NBO analysis.
Atoms and positions in Å:
O: -2.3191 -0.4646 -0.7241  -0.52
C: -1.4046 0.3237 -0.6462  0.46
S: -0.7037 1.0663 -2.1428  -0.03
C: -0.5943 0.5771 0.6277  -0.55
C: 0.7602 -0.0903 0.7035  -0.29
C: 1.0767 -1.2743 0.2100  0.25
F: 2.3250 -1.7826 0.4101  -0.34
H: 0.4836 1.2815 -1.6133  0.13
H: -0.4461 1.6274 0.8115  0.24
H: -1.2074 0.2462 1.4447  0.25
H: 1.5589 0.4154 1.2860  0.23
H: 0.4707 -1.9257 -0.3671  0.18

Force components x, y, z for each atom (eV/Å):
O 0.56 1.21 0.26
C 0.63 -1.29 -0.40
S -0.91 -0.20 -0.09
C -0.08 -0.18 -0.02
C 0.61 0.03 0.31
C 0.86 0.54 0.48
F -0.57 0.21 -0.12
H 0.51 0.25 0.29
H -0.02 0.56 -0.31
H -0.39 -0.37 0.46
H -0.69 -0.27 -0.44
H -0.50 -0.48 -0.43

Properties
Frontier orbital gap, eV: 10.55
Lowest unoccupied orbital energy, eV: 0.66
SMILES: O=C(S)C/C=C/F


Entry 2:
Computed, not measured: a molecular structure, C4H9NO2, with wB97M-V/def2-TZVPD.

Each line ends with the natural charge from an NBO analysis.
Atoms and positions in Å:
C: 1.5288 -0.4712 0.4455  -0.27
O: 2.4622 0.5693 0.6672  -0.66
C: 0.1534 0.1937 0.3734  -0.04
C: -0.9466 -0.7755 -0.0903  -0.53
C: -2.2737 -0.0754 -0.2505  0.46
O: -2.9426 -0.0890 -1.2827  -0.53
N: 0.1513 1.3854 -0.4718  -0.83
H: 1.5267 -1.1682 1.3074  0.21
H: 1.5578 -1.2101 -0.4332  0.19
H: 2.0975 0.2658 -0.3606  0.52
H: -0.1266 0.5678 1.4382  0.20
H: -1.0825 -1.5522 0.6447  0.24
H: -0.7140 -1.1972 -1.0722  0.22
H: -2.6779 0.5277 0.7143  0.11
H: 0.9798 1.8592 -0.1773  0.38
H: 0.3062 1.1700 -1.4520  0.35

Force components x, y, z for each atom (eV/Å):
C -3.97 -3.90 4.01
O -0.02 -1.14 -4.07
C -1.85 0.22 1.33
C 0.01 0.79 -0.37
C -2.00 1.24 -0.24
O 1.42 -0.04 2.17
N -0.06 -0.49 0.06
H 0.03 0.07 -0.30
H 0.88 1.00 0.25
H 3.89 3.90 0.26
H 0.57 -0.61 -1.63
H 0.04 -0.52 0.25
H 0.10 -0.17 0.11
H 0.82 -1.17 -1.81
H 0.42 1.03 0.13
H -0.27 -0.22 -0.17

Properties
Frontier orbital gap, eV: 10.49
Lowest unoccupied orbital energy, eV: 0.65


Entry 3:
Computed, not measured: a molecular structure, C19H42AuNO2P3S, with wB97M-V/def2-TZVPD.

Each line ends with the Löwdin spin population.
Atoms and positions in Å:
Au: -0.0533 0.4674 -1.0299  0.37
P: -0.7868 2.1267 0.7559  0.26
P: -2.2262 -0.4985 -1.0385  0.07
P: 2.2487 0.9271 -0.6515  0.05
H: 0.9536 -2.1230 -7.2225  0.01
C: 1.9065 -2.0911 -6.6736  0.40
C: 2.3392 -3.1436 -5.9491  0.20
H: 1.6838 -3.9993 -5.7884  0.00
C: -0.9679 3.7493 -0.0536  0.04
C: -2.3698 1.9327 1.6457  0.04
C: 0.3488 2.3641 2.1657  0.04
C: -2.4148 -1.9681 -2.0682  0.03
C: -2.9533 -1.2019 0.4751  0.00
C: -3.3991 0.6522 -1.8178  0.00
C: 3.4545 0.2232 -1.8094  0.03
C: 2.9671 0.4661 0.9652  0.00
C: 2.5120 2.7228 -0.8011  0.00
H: 2.5597 -1.2541 -6.8840  0.01
H: 3.4034 -3.3104 -5.7195  0.01
H: -1.2552 4.5102 0.6873  0.01
H: -1.7561 3.6697 -0.8149  0.00
H: -0.0274 4.0398 -0.5295  0.00
H: -2.5345 2.8244 2.2714  0.01
H: -2.3099 1.0596 2.3092  0.00
H: -3.2096 1.8188 0.9514  0.00
H: -0.1410 3.0303 2.8945  0.01
H: 1.2975 2.8158 1.8517  0.00
H: 0.5546 1.3972 2.6530  0.00
H: -3.4296 -2.3806 -1.9891  0.00
H: -1.6948 -2.7299 -1.7612  0.00
H: -2.2378 -1.7045 -3.1125  0.00
H: -4.0256 -1.3892 0.3340  0.00
H: -2.8095 -0.5568 1.3414  0.00
H: -2.4367 -2.1472 0.6841  0.00
H: -4.4222 0.2562 -1.7658  0.00
H: -3.1255 0.7618 -2.8751  0.00
H: -3.3716 1.6323 -1.3356  0.00
H: 4.4366 0.6947 -1.6396  0.00
H: 3.1372 0.4113 -2.8401  0.00
H: 3.5236 -0.8626 -1.6600  0.00
H: 3.9204 -0.0524 0.7882  0.00
H: 2.2837 -0.1888 1.5230  0.00
H: 3.1684 1.3664 1.5667  0.00
H: 3.5828 2.9205 -0.9548  0.00
H: 2.1788 3.2606 0.0906  0.00
H: 1.9632 3.0799 -1.6782  0.00
C: 0.6606 -1.8916 -4.1414  0.04
C: 0.8099 -0.5628 -4.6193  0.02
C: -0.2264 0.0148 -5.3575  0.02
C: -1.4161 -0.6761 -5.5916  0.01
C: -1.5151 -2.0207 -5.2268  0.01
C: -0.4699 -2.6158 -4.5096  0.01
S: 2.1109 -2.7431 -3.5136  0.29
H: 1.6380 -3.8347 -2.9394  0.02
H: 1.7669 -0.0703 -4.5020  0.00
H: -0.1239 1.0091 -5.8038  0.00
H: -2.2400 -0.1386 -6.0452  0.00
H: -2.4324 -2.6022 -5.4339  0.00
H: -0.5408 -3.6650 -4.2042  0.00
N: -0.2345 -2.1360 5.0285  0.00
C: -0.7265 -2.4287 3.6578  0.00
C: 0.0439 -1.4342 2.7902  0.00
O: 0.8092 -0.6412 3.4481  0.00
O: -0.1489 -1.4555 1.5592  0.00
H: 0.4164 -1.3044 4.8727  0.00
H: 0.2661 -2.9346 5.4082  0.00
H: -1.0213 -1.9336 5.6379  0.00
H: -0.4859 -3.4526 3.4128  0.00
H: -1.8079 -2.2814 3.6187  0.00

Force components x, y, z for each atom (eV/Å):
Au -0.10 -0.47 1.58
P -0.08 0.87 0.85
P -0.85 -0.51 -0.57
P 0.68 0.55 0.11
H 0.34 0.08 0.53
C -0.51 1.37 -1.62
C 1.24 -2.54 1.69
H 0.26 0.07 -0.36
C -0.04 -0.20 -0.20
C -0.08 -0.37 -0.10
C 0.26 -0.22 -0.09
C 0.15 -0.10 -0.54
C 0.20 0.32 0.57
C -0.26 -0.02 0.16
C -0.06 -0.12 -0.39
C -0.25 -0.12 0.25
C 0.27 0.01 -0.34
H -0.01 0.05 0.01
H -0.51 0.15 -0.51
H 0.09 -0.26 -0.15
H 0.23 0.15 0.14
H -0.21 0.02 0.03
H 0.15 -0.19 -0.31
H -0.03 0.31 -0.18
H 0.11 0.02 0.24
H 0.10 -0.14 -0.33
H -0.32 -0.11 0.14
H -0.05 0.20 -0.16
H 0.19 0.19 0.16
H -0.08 0.03 -0.04
H -0.06 -0.08 0.37
H 0.24 0.12 -0.18
H -0.11 -0.22 -0.15
H -0.07 0.30 -0.14
H 0.22 0.10 0.01
H 0.01 0.04 0.26
H -0.06 -0.07 -0.14
H -0.35 -0.23 -0.02
H 0.17 0.02 0.14
H 0.05 0.33 0.02
H -0.32 0.14 0.05
H 0.22 0.16 -0.06
H -0.11 -0.32 -0.25
H -0.29 0.01 0.13
H 0.05 -0.11 -0.23
H 0.13 0.10 0.13
C -0.81 0.45 -0.50
C -0.09 -0.86 0.18
C 0.17 0.18 0.11
C 0.14 -0.42 0.16
C -0.27 0.12 0.14
C 0.00 -0.39 0.25
S 0.35 1.63 -0.86
H -0.68 -0.59 -0.04
H -0.12 0.24 0.09
H 0.12 -0.27 0.43
H 0.04 -0.27 -0.26
H 0.68 0.40 0.04
H -0.11 0.33 -0.20
N -0.60 -0.69 0.63
C 0.21 0.19 0.26
C 0.79 1.28 -0.63
O -0.86 -0.79 -0.83
O 0.03 0.09 0.48
H -0.06 0.00 -0.19
H 0.13 0.07 0.24
H 0.20 0.15 0.36
H -0.04 -0.18 -0.26
H 0.20 0.00 -0.15

Properties
Frontier orbital gap (spin up / spin down), eV: 8.67 / 5.51
Lowest unoccupied orbital energy (spin up / spin down), eV: -7.63 / -11.46
Expectation value of S²: 2.018
Total charge: +3
Multiplicity: 3


Table of max |F| (eV Å⁻¹), in record order: 1.49 6.86 3.29
Table of relative energy (zero: lowest compared OMol25 entry of this formula, charge and spin) (kJ/mol), in record order: 33.38 475.14 67.30